Record 1
{"formula": "C27H49Br2F3O25S6", "method": "ωB97M-V/def2-TZVPD", "species": ["C", "C", "C", "O", "C", "C", "C", "C", "C", "C", "O", "S", "O", "O", "O", "C", "C", "C", "C", "C", "C", "C", "F", "Br", "C", "F", "F", "Br", "H", "H", "H", "H", "H", "H", "H", "H", "H", "H", "H", "H", "H", "H", "H", "H", "H", "H", "H", "H", "H", "H", "H", "H", "H", "H", "H", "H", "H", "C", "C", "O", "S", "O", "O", "O", "H", "H", "H", "H", "C", "C", "O", "S", "O", "O", "O", "H", "H", "H", "H", "C", "C", "O", "S", "O", "O", "O", "H", "H", "H", "H", "C", "C", "O", "S", "O", "O", "O", "H", "H", "H", "H", "C", "C", "O", "S", "O", "O", "O", "H", "H", "H", "H"], "xyz": [[0.28, 7.31, 0.28], [0.62, 6.05, -0.51], [-0.40, 4.94, -0.28], [0.31, 3.74, 0.03], [-0.41, 2.61, 0.38], [-1.28, 2.06, -0.73], [-2.63, 1.46, -0.31], [-3.91, 2.34, -0.35], [-4.71, 2.10, 0.93], [-3.68, 3.83, -0.51], [-1.18, 2.88, 1.58], [-0.16, 3.22, 2.76], [0.23, 4.59, 2.78], [-0.71, 2.65, 3.94], [1.04, 2.38, 2.18], [0.68, 1.65, 0.96], [1.85, 1.57, -0.03], [3.07, 2.43, 0.30], [4.25, 2.07, -0.63], [0.06, 0.29, 1.35], [0.95, -0.89, 1.74], [1.59, -1.00, 3.13], [1.70, -2.35, 3.38], [0.51, -0.28, 4.55], [3.04, -0.41, 3.24], [3.06, 0.78, 3.79], [3.59, -0.30, 2.03], [4.24, -1.53, 4.32], [0.33, 7.10, 1.35], [-0.69, 7.71, 0.02], [1.02, 8.09, 0.07], [0.73, 6.28, -1.57], [1.58, 5.68, -0.15], [-1.01, 4.80, -1.17], [-1.05, 5.22, 0.54], [-1.38, 2.80, -1.52], [-0.71, 1.24, -1.17], [-2.81, 0.63, -0.99], [-2.55, 1.02, 0.68], [-4.53, 1.98, -1.18], [-4.28, 2.69, 1.75], [-4.70, 1.06, 1.23], [-5.75, 2.43, 0.82], [-4.64, 4.33, -0.59], [-3.14, 4.23, 0.35], [-3.15, 4.08, -1.43], [2.18, 0.54, -0.16], [1.50, 1.90, -1.01], [3.37, 2.31, 1.33], [2.81, 3.48, 0.17], [5.04, 1.56, -0.08], [3.93, 1.44, -1.45], [4.69, 2.96, -1.06], [-0.45, -0.04, 0.44], [-0.72, 0.44, 2.09], [1.70, -1.06, 0.98], [0.30, -1.77, 1.72], [-5.21, -2.58, -1.20], [-4.39, -3.85, -1.29], [-3.28, -3.47, -2.13], [-2.89, -1.95, -1.89], [-1.80, -1.86, -0.99], [-2.84, -1.29, -3.14], [-4.21, -1.53, -1.11], [-5.81, -2.42, -2.09], [-5.84, -2.54, -0.31], [-4.93, -4.66, -1.75], [-3.99, -4.16, -0.32], [6.73, 0.32, 2.45], [7.61, 0.58, 3.65], [8.88, 0.01, 3.27], [9.11, 0.17, 1.70], [9.91, 1.31, 1.44], [9.44, -1.10, 1.16], [7.60, 0.53, 1.32], [6.38, -0.71, 2.43], [5.88, 1.00, 2.39], [7.25, 0.10, 4.55], [7.75, 1.65, 3.83], [0.28, -5.43, 2.62], [0.80, -5.95, 1.29], [-0.15, -6.98, 0.94], [-1.60, -6.56, 1.43], [-2.31, -5.94, 0.37], [-2.17, -7.65, 2.15], [-1.15, -5.42, 2.45], [0.53, -6.10, 3.44], [0.62, -4.42, 2.84], [1.79, -6.38, 1.36], [0.79, -5.18, 0.52], [5.02, -1.99, -0.25], [5.61, -2.44, -1.57], [4.73, -3.50, -1.98], [3.24, -3.21, -1.49], [2.48, -2.64, -2.54], [2.78, -4.34, -0.77], [3.60, -2.06, -0.45], [5.28, -2.67, 0.56], [5.30, -0.98, 0.02], [6.62, -2.82, -1.47], [5.58, -1.64, -2.31], [-8.09, -0.36, -5.44], [-7.70, -1.39, -6.48], [-7.41, -2.56, -5.70], [-8.35, -2.62, -4.42], [-9.46, -3.47, -4.66], [-7.53, -2.82, -3.28], [-8.85, -1.11, -4.47], [-7.21, 0.06, -4.94], [-8.71, 0.44, -5.84], [-6.82, -1.12, -7.05], [-8.53, -1.62, -7.15]], "mulliken_charge": [-1.45, -0.28, -0.17, -0.19, 0.44, -2.00, 0.13, 0.59, -1.67, -1.48, 0.02, 1.03, -0.66, -0.73, -0.22, 2.20, -1.25, 0.15, -1.07, -1.35, -1.44, 0.77, -0.30, -0.06, 0.30, -0.23, 0.21, -0.15, 0.32, 0.34, 0.44, 0.46, 0.06, 0.03, 0.38, 0.83, 0.45, -0.74, 0.43, 0.50, 0.36, 0.37, 0.44, 0.58, 0.15, 0.30, 0.34, 0.60, 0.40, -0.13, -0.08, 0.31, 0.42, -0.01, 0.93, -0.22, 0.71, -0.12, -0.37, -0.34, 0.93, -0.23, -0.66, -0.27, 0.22, 0.34, 0.40, 0.19, 0.30, -0.27, -0.35, 1.09, -0.54, -0.56, -0.30, 0.03, -0.04, 0.27, 0.35, 0.14, -0.28, -0.37, 1.00, -0.41, -0.57, -0.31, 0.32, -0.13, 0.32, 0.32, 0.28, -0.46, -0.36, 1.17, -0.59, -0.50, -0.36, 0.24, -0.25, 0.35, 0.34, -0.28, -0.31, -0.29, 1.02, -0.56, -0.48, -0.31, 0.26, 0.30, 0.31, 0.28], "e_homo_ha": -0.389, "e_lumo_ev": -0.033, "energy_ev": -293225.7127, "smiles": "CCCO[C@]1(CCC(C)C)OS(=O)(=O)O[C@@]1(CCC)CC[C@](F)(Br)C(F)(F)Br.O=S1(=O)OCCO1.O=S1(=O)OCCO1.O=S1(=O)OCCO1.O=S1(=O)OCCO1.O=S1(=O)OCCO1", "charge": 0}


Record 2
{"formula": "C5H20CuN10O5", "method": "ωB97M-V/def2-TZVPD", "species": ["Cu", "C", "O", "N", "N", "H", "H", "H", "H", "C", "O", "N", "N", "H", "H", "H", "H", "C", "O", "N", "N", "H", "H", "H", "H", "C", "O", "N", "N", "H", "H", "H", "H", "C", "O", "N", "N", "H", "H", "H", "H"], "xyz": [[-9.90, -30.03, 13.98], [-10.53, -27.80, 16.24], [-10.68, -28.15, 15.08], [-9.35, -27.34, 16.78], [-11.45, -27.89, 17.26], [-9.16, -27.55, 17.73], [-8.74, -27.06, 16.03], [-11.16, -27.39, 18.08], [-12.41, -28.17, 17.15], [-7.28, -28.01, 13.51], [-8.15, -28.77, 13.09], [-6.73, -27.08, 12.69], [-6.99, -27.79, 14.82], [-5.92, -26.57, 12.99], [-6.86, -27.32, 11.72], [-7.19, -28.45, 15.55], [-6.52, -26.91, 14.93], [-12.74, -32.17, 14.40], [-12.08, -31.33, 14.98], [-13.08, -33.38, 14.96], [-13.06, -32.16, 13.09], [-13.73, -34.00, 14.52], [-12.83, -33.55, 15.92], [-12.84, -31.33, 12.56], [-13.71, -32.80, 12.68], [-7.13, -31.00, 15.52], [-8.19, -30.37, 15.55], [-6.28, -30.93, 16.55], [-6.68, -31.66, 14.43], [-5.58, -31.64, 16.66], [-6.54, -30.32, 17.31], [-5.71, -31.85, 14.27], [-7.32, -31.92, 13.70], [-9.48, -33.35, 13.02], [-9.72, -32.13, 12.86], [-10.25, -34.16, 13.72], [-8.31, -33.89, 12.59], [-11.10, -33.79, 14.10], [-10.12, -35.16, 13.73], [-7.65, -33.25, 12.18], [-8.06, -34.80, 12.94]], "mulliken_charge": [0.93, 0.62, -0.64, -0.44, -0.43, 0.21, 0.32, 0.16, 0.24, 0.40, -0.52, -0.47, -0.33, 0.19, 0.28, 0.22, 0.18, 0.49, -0.55, -0.52, -0.27, 0.16, 0.22, 0.19, 0.18, 0.50, -0.48, -0.42, -0.30, 0.18, 0.24, 0.19, 0.12, 0.54, -0.60, -0.30, -0.46, 0.32, 0.19, 0.29, 0.16], "e_homo_ha": -0.391, "e_lumo_ev": -1.939, "energy_ev": -75287.5886, "charge": 1}


What is the charge in the second record? +1


Which of these has the highest charge? C5H20CuN10O5


Which value of charge does entry 2 give? +1


Look up the charge of the first one. 0